(1)
ORCA calculation (wB97M-V/def2-TZVPD) on 3 unconnected molecules or ions with the total composition C3H13NO2 in a non-equilibrium geometry.

XYZ file:
```
19
Properties=species:S:1:pos:R:3:forces:R:3:mulliken_charge:R:1
N 0.807 0.017 -0.059 3.3 -0.5 2.2 -0.484
O -1.082 -1.651 -2.937 1.3 0.3 0.4 -0.675
H -0.314 -1.164 -3.326 -1.1 -0.6 0.3 0.283
C -0.421 0.309 2.116 2.3 2.5 2.0 -1.351
C -0.460 2.073 0.249 -0.5 -1.6 -0.2 -1.480
O 0.731 -2.733 -1.365 -0.9 -1.4 0.8 -0.748
H 0.370 0.146 -0.911 -1.3 0.5 -1.9 0.219
H 1.259 -2.139 -0.818 -0.4 0.1 0.5 0.342
C 0.366 0.961 0.968 -0.5 2.0 0.2 0.496
H 1.197 1.573 1.457 -0.5 -1.4 -0.7 0.158
H -0.698 1.161 2.817 -0.2 -0.9 -0.9 0.322
H 0.055 -3.184 -0.780 1.5 0.8 -0.6 0.356
H 0.283 -0.220 2.778 -0.2 -0.4 -0.5 0.330
H -1.507 1.679 0.178 0.9 0.2 -1.3 0.330
H 0.110 2.453 -0.619 -0.8 -0.8 -0.2 0.377
H -0.616 -2.124 -2.185 -0.6 0.8 -1.4 0.411
H 1.827 0.171 -0.230 -1.2 -0.2 0.1 0.297
H -0.657 2.966 0.747 0.1 1.5 1.8 0.451
H -1.251 -0.294 1.921 -1.3 -0.8 -0.8 0.365
```
Positions in Å, forces in eV/Å.

Properties
SMILES: CC(C)N.O.O
Frontier orbital gap, eV: 10.501
Charge: 0
E_HOMO, eV: -9.813

***

(2)
ORCA calculation (wB97M-V/def2-TZVPD) on a molecular structure, C3H4F2O in a non-equilibrium geometry.

XYZ file:
```
10
Properties=species:S:1:pos:R:3:forces:R:3:mulliken_charge:R:1
F 2.148 -0.449 -0.443 0.4 -0.3 0.1 -0.270
H -0.127 1.367 1.149 -0.4 2.3 0.0 0.332
C 1.102 0.393 -0.525 -2.7 -0.5 0.1 -0.269
H 1.318 1.273 -1.139 -0.4 -0.5 -0.1 0.314
O -1.791 -0.156 -0.795 0.5 1.4 0.1 -0.486
F -0.628 -1.642 0.288 0.6 -0.6 0.0 -0.291
C -0.634 -0.353 -0.120 3.5 0.9 -0.1 0.588
H 0.615 0.006 1.529 1.3 -2.1 2.2 0.319
H -2.296 -0.958 -0.661 -0.3 -0.3 -0.1 0.328
C 0.293 0.518 0.717 -2.6 -0.4 -2.2 -0.564
```
Positions in Å, forces in eV/Å.

Properties
Frontier orbital gap, eV: 8.973
Charge: 0
E_HOMO, eV: -8.173

***

(3)
ORCA calculation (wB97M-V/def2-TZVPD) on a molecular structure, C18H54O9 in a non-equilibrium geometry.

XYZ file:
```
81
Properties=species:S:1:pos:R:3:forces:R:3:mulliken_charge:R:1
O 0.885 1.335 0.452 2.9 6.8 1.8 -0.350
O -2.277 -0.305 -0.728 -2.8 -2.8 0.7 -0.991
H 5.549 -0.621 -0.071 -0.2 0.1 -0.8 0.384
H 2.532 -0.240 1.322 0.4 0.3 0.2 0.433
H -2.040 0.325 5.004 -0.2 0.0 0.5 0.452
H -1.324 -1.119 4.373 0.1 -0.4 0.8 0.379
C 0.469 -2.484 -0.650 0.5 -3.7 2.7 -1.010
H -1.215 -4.436 0.774 0.0 -0.4 -0.6 0.268
H -2.671 1.160 0.674 0.6 1.1 0.3 0.414
H -0.605 2.004 -3.127 0.3 0.3 0.2 0.694
C 3.480 -1.617 0.046 2.0 2.1 0.9 0.020
H -3.734 1.122 3.818 0.0 0.0 0.0 0.337
H -3.043 -1.255 2.739 -0.4 -0.1 -0.2 0.192
O -2.189 -1.496 -2.782 -4.0 -1.5 -1.7 -0.946
H -1.415 1.037 1.974 0.5 -0.6 0.3 0.002
H 2.850 1.836 -0.759 0.0 0.3 0.2 0.679
H -1.862 0.888 -2.863 0.0 -0.3 -0.3 0.340
H 0.645 -1.908 0.259 0.7 -1.4 -0.4 -0.155
H 0.287 -5.337 1.274 -0.5 -0.6 -0.4 0.430
H -2.792 -0.798 -0.089 -0.4 -0.5 0.1 0.545
H -0.922 -0.420 -0.472 -0.2 0.2 0.4 -0.180
H -2.979 -1.266 5.012 -0.1 0.4 0.1 0.337
H -1.051 2.844 1.543 0.1 0.3 0.2 -0.319
H 0.013 -3.767 1.711 0.4 0.6 0.0 0.302
C -2.280 -0.609 4.495 2.0 -0.2 1.2 -1.486
O -0.041 -1.225 -2.479 2.2 0.3 -5.3 -0.803
C 2.605 -0.437 0.252 0.5 -0.5 -0.1 -0.360
H -1.703 -0.547 1.172 0.5 0.4 0.9 -0.183
H 3.017 0.419 -0.282 0.0 -1.4 0.4 0.095
C -2.372 3.283 0.276 0.2 -0.3 -1.9 0.408
H 1.292 1.067 -0.374 0.3 0.1 -0.2 -0.513
H 2.023 2.058 2.785 0.1 0.4 0.1 0.316
O -3.593 0.694 2.970 0.1 -0.2 -0.3 -0.554
H -0.563 -2.190 -0.841 -0.8 -2.1 0.7 1.170
H -2.786 0.490 -0.884 -0.4 -0.8 -0.5 0.381
C 2.913 2.363 0.194 1.4 2.4 -0.5 -1.867
C -0.127 -4.422 0.851 0.9 0.2 2.5 -1.565
C -0.278 -0.469 -4.772 -1.7 0.0 0.6 -1.253
H 1.130 0.100 -3.324 0.2 1.0 0.2 0.306
C -1.432 -0.045 2.101 -0.8 -0.3 1.7 -0.125
H 0.352 -1.141 -5.354 0.9 0.5 0.5 0.374
H -0.538 0.425 -5.338 0.3 0.0 -0.1 0.364
O 0.026 -0.302 -0.401 -1.6 -0.7 0.1 -0.694
H 3.583 1.881 0.906 -0.3 -0.3 -0.2 0.324
H 0.130 0.491 0.124 -1.9 -0.8 0.7 1.844
H 1.565 -0.616 -0.023 1.6 -0.4 -0.2 -0.304
C -2.109 1.805 -0.001 -1.7 3.4 -0.8 -0.938
H 3.479 3.230 -0.149 -0.3 0.7 0.5 0.496
H 1.693 -4.230 -0.351 -0.1 -0.3 0.2 0.287
C 4.978 -1.320 0.539 0.2 0.5 -1.9 -1.408
C -0.813 1.062 -2.622 0.1 0.1 -2.3 -0.740
H -0.829 1.181 -1.539 1.2 -0.3 -1.6 -0.218
H -3.449 3.300 0.448 -0.1 1.0 -0.2 0.536
C 0.057 -0.093 -3.299 0.8 1.0 0.7 -0.085
C 0.624 -4.023 -0.389 0.2 4.2 2.4 0.517
H -2.161 -1.261 -1.855 -0.2 -0.3 -0.9 0.442
H 5.585 -2.223 0.480 -0.1 -0.2 0.2 0.377
H 3.346 -1.996 -0.967 0.7 0.3 -0.5 0.324
H -1.029 1.706 -0.110 -0.8 -0.3 0.6 0.134
H 0.865 -2.117 -1.596 1.9 -1.5 1.4 0.559
H -0.465 -0.441 2.413 0.0 0.0 0.1 0.429
H 0.406 2.813 2.548 0.3 0.1 0.3 0.320
C -2.596 -0.336 3.117 -1.0 0.1 -2.8 0.204
H 1.012 3.480 0.330 -0.1 -0.2 -0.7 0.427
H -1.183 -1.077 -4.744 -0.4 0.3 -0.2 0.334
C 1.544 2.627 0.751 -0.5 -1.8 0.6 0.752
H -1.879 5.291 -0.835 0.8 0.0 1.2 0.431
O 0.066 -4.669 -1.379 -1.5 -3.1 -4.6 -0.625
C 1.454 2.818 2.250 0.2 0.4 -1.2 -1.325
H 3.611 -3.314 0.524 -0.3 -1.0 0.9 0.452
O 3.083 -2.605 0.899 -0.7 -2.2 0.9 -0.552
H -0.897 3.851 -1.356 0.1 0.1 0.2 0.185
H -0.113 -1.107 -1.529 0.4 1.9 -0.9 -0.164
H 5.155 -0.838 1.501 -1.0 -0.5 0.5 0.345
H -2.553 1.628 -0.981 0.2 1.9 -0.3 0.738
H -0.801 -4.286 -1.530 -0.1 -0.1 -0.3 0.411
H -1.281 -1.421 -3.076 -0.7 -1.0 0.3 0.356
C -1.842 4.208 -0.945 -1.7 -0.5 0.6 -1.355
H 1.827 3.843 2.248 0.2 0.0 1.4 0.447
H -2.574 4.245 -1.752 -0.2 -1.1 -0.3 0.379
O -1.728 3.521 1.471 0.7 1.0 1.4 -0.603
```
Positions in Å, forces in eV/Å.

Properties
Frontier orbital gap, eV: 8.888
Charge: 0
E_HOMO, eV: -8.499

***

(4)
ORCA calculation (wB97M-V/def2-TZVPD) on 11 unconnected molecules or ions with the total composition C33H88O11 in a non-equilibrium geometry.

XYZ file:
```
132
Properties=species:S:1:pos:R:3:forces:R:3:mulliken_charge:R:1
H 3.259 -4.564 0.498 0.1 -0.6 0.3 0.326
H -1.739 4.668 -5.246 0.4 0.0 -0.1 0.437
H 0.421 -6.582 1.850 -0.2 0.0 -0.3 0.338
H 2.251 -1.372 3.593 0.0 -0.6 0.1 0.111
H 1.088 0.667 -4.687 -0.2 -0.1 0.5 0.116
C 2.639 0.645 -6.106 -0.8 0.9 -0.7 -1.443
H 3.306 3.629 -0.191 0.4 0.0 0.0 0.399
H -1.631 4.563 0.005 0.1 -0.1 -0.1 0.018
H 1.768 2.965 -4.698 0.2 0.0 -0.6 0.344
H -1.910 6.273 -4.547 -0.3 0.0 -0.1 0.432
C 3.590 5.464 1.840 -0.5 0.1 0.2 -1.158
H -2.892 0.592 1.365 -0.3 -0.1 0.2 0.092
H -0.789 2.676 4.153 -0.3 -0.3 0.3 0.392
H -2.965 1.318 -2.770 -0.3 0.0 -0.3 0.285
C 0.039 -1.359 -1.124 0.2 0.0 -1.8 -0.596
H 0.293 -1.016 -2.127 0.1 -0.2 -0.3 0.280
O -2.717 3.108 2.133 -0.4 -0.4 0.0 -0.673
C 4.791 -2.907 4.387 0.0 0.3 0.3 -1.475
H 2.781 -1.345 1.927 0.3 0.1 0.1 -0.081
H 1.704 0.968 -1.251 0.0 -0.1 -0.2 0.322
H 0.406 1.139 5.833 0.1 -0.1 0.1 0.480
C 2.371 -4.474 -0.127 0.0 0.1 -0.1 -1.473
H -4.090 5.229 2.764 0.0 0.3 -0.1 0.387
C -3.250 -4.969 1.157 -1.7 1.0 -1.2 -1.561
H -2.818 -0.324 -2.175 0.3 0.0 0.2 0.287
H 2.512 4.595 -1.415 0.1 0.5 0.0 0.430
H 1.034 3.154 2.596 0.3 0.0 0.0 -0.072
C 3.314 5.759 0.354 -0.4 -0.3 -0.1 0.407
C 1.218 2.569 3.497 -0.6 -0.4 0.5 -0.705
H -2.428 -2.092 3.040 -0.3 0.1 0.2 0.195
H -3.683 -3.317 3.556 0.1 0.0 0.2 0.432
C -0.613 3.514 -2.882 0.0 0.4 0.2 -0.069
H 2.054 1.337 -6.711 0.0 -0.2 -0.6 0.372
H -1.466 3.078 -2.363 -0.2 0.4 0.1 -0.127
H 0.112 5.321 -3.833 0.4 0.0 0.4 0.222
C 0.012 0.730 4.903 0.0 1.5 0.2 -1.237
C -3.339 0.262 0.427 0.0 0.2 0.7 -1.247
O -1.021 5.909 -2.218 1.1 -0.6 0.1 -0.542
H -3.738 -5.094 -2.767 -0.3 0.1 0.0 0.343
H -4.362 0.452 -2.061 -0.1 0.3 0.1 0.442
C -3.399 5.355 1.930 0.3 0.6 -0.2 -1.649
H -1.690 -6.739 -1.742 -0.2 0.1 0.3 0.270
H 2.396 -3.810 2.544 -2.3 -0.3 -1.6 0.286
H -2.658 -5.759 0.694 0.5 0.5 0.0 0.346
O 2.932 -0.088 -3.958 -0.5 0.0 1.4 -0.582
H -1.982 -4.590 -3.899 0.2 -0.1 -0.4 0.446
C 1.089 -4.837 0.640 1.6 -1.2 0.2 0.856
H 1.777 4.325 0.177 -0.3 0.1 -0.2 -0.028
H -3.003 6.365 1.821 -0.1 0.3 0.7 0.414
H -4.427 0.256 0.503 0.0 -0.1 0.1 0.472
H 5.736 -2.411 4.163 0.1 -0.2 0.4 0.397
H -0.426 -5.429 -3.469 -0.1 0.1 -0.3 0.353
H 2.722 5.018 2.326 -0.3 -0.1 -0.2 0.069
H -0.558 5.431 1.112 -0.2 0.2 0.0 0.624
C -2.470 -3.855 1.807 -0.4 0.2 -0.4 1.619
H 3.475 2.610 -4.366 0.0 -0.2 -0.2 0.458
H 3.693 0.875 -6.264 0.0 -0.1 0.3 0.326
H 2.191 7.076 -0.649 0.1 -0.2 -0.2 0.345
C -2.228 4.421 2.081 0.2 0.6 -0.2 0.796
C 2.450 2.277 -4.199 -0.5 0.4 0.0 -0.982
H 0.706 -0.027 4.539 0.0 -0.1 -0.1 -0.071
C -0.779 4.985 -3.303 -1.6 0.1 -0.3 0.455
H -0.961 0.296 5.132 0.1 -0.1 -0.2 0.385
C -3.291 0.639 -1.982 0.6 0.3 -1.0 -1.584
C -2.946 1.250 -0.659 -1.0 -0.6 0.7 2.581
H -3.930 5.257 0.984 -0.1 -0.7 0.0 0.331
H 0.029 -4.099 2.039 -0.8 -0.2 1.0 0.012
H 4.886 -3.930 4.750 0.6 -0.3 -0.9 0.414
H -1.953 6.115 -2.124 -0.1 -0.3 -0.2 0.320
O 0.870 -3.860 1.642 0.9 1.0 -0.2 -0.128
C -1.194 4.552 1.004 0.4 0.1 -0.8 -0.156
H -3.860 -5.501 1.887 -0.3 0.3 0.2 0.405
C -0.120 1.869 3.853 1.0 -0.9 0.2 0.837
H 1.770 -6.981 0.759 -0.3 0.1 -0.3 0.426
H 2.489 -5.145 -0.978 0.1 0.0 0.1 0.455
H -1.266 -4.345 -2.344 0.1 0.0 0.2 0.361
C -1.404 -5.093 -3.124 0.1 -0.5 0.3 -1.374
C 3.896 -2.799 3.156 0.7 -1.1 3.3 0.838
H 2.508 -3.457 -0.496 -0.9 0.2 -0.2 0.288
H 0.253 3.426 -2.226 0.1 -0.1 0.0 -0.348
O -3.720 2.451 -0.531 0.5 -0.6 -0.4 -0.730
C 2.711 4.530 -0.345 0.2 -0.5 0.8 -0.839
H 2.015 -6.110 2.217 0.3 0.5 0.0 0.217
H -1.865 -7.826 -3.914 0.0 0.0 -0.6 0.385
O 2.347 6.815 0.262 0.4 0.0 0.8 -0.561
H -3.334 -6.900 -4.370 0.4 0.5 -0.1 0.310
O -0.718 1.273 2.714 -0.4 0.7 -0.2 0.181
H -3.868 -4.534 0.372 -0.4 -0.4 0.0 0.383
H 4.365 -2.520 5.313 -0.3 0.9 -0.3 0.385
H 4.566 -2.888 2.301 -0.2 -0.3 -1.0 0.206
H 2.210 2.536 -3.167 0.1 -0.8 0.3 -0.058
H -3.385 -8.091 -3.173 0.1 0.3 0.9 0.382
H -2.981 -0.752 0.250 0.1 -0.1 -0.2 0.111
C -2.741 -7.293 -3.544 1.2 -0.6 -0.3 -1.475
H 4.264 6.057 -0.090 0.0 0.1 -0.3 0.237
H -3.951 -2.368 2.099 0.0 0.5 0.3 0.302
H 0.139 -1.746 1.337 0.0 -0.3 -0.1 -0.607
H 4.417 4.773 2.007 0.1 0.0 -0.4 0.358
C 0.980 -0.720 -0.154 -1.6 0.5 1.8 1.320
H -0.173 0.560 2.372 0.2 -0.3 -0.4 -0.310
H 2.419 -0.387 -6.378 0.1 0.1 -0.3 0.416
H -0.512 3.706 1.090 0.1 -0.2 -0.2 -0.733
H 1.544 3.227 4.303 -0.2 0.2 0.0 0.506
O 3.000 -3.838 3.289 1.3 0.6 0.2 -0.179
H 1.867 -1.339 -0.018 0.5 0.4 -0.6 -0.408
H -1.923 2.574 2.219 0.0 -0.9 0.0 -0.012
C 2.161 0.863 -4.699 1.5 0.2 0.0 0.719
H -0.468 2.878 -3.756 0.2 0.1 -0.2 0.526
H -2.107 -4.994 3.210 0.5 -0.5 0.5 0.378
O 0.301 -0.825 1.118 0.1 0.3 1.2 1.064
H -1.640 4.624 2.976 -0.5 0.2 0.7 0.359
H -3.508 2.731 0.363 -0.1 0.6 0.6 0.325
H -1.792 -3.339 1.128 -0.6 0.4 -0.7 -0.545
H -2.894 4.859 -4.036 0.0 0.2 0.7 0.389
H -1.019 -1.113 -1.025 0.2 0.3 0.6 -0.370
H 2.046 1.871 3.373 0.0 -0.2 -0.4 0.064
O -1.565 -4.607 2.518 2.4 -0.7 2.7 -0.657
O -3.414 -5.634 -2.043 -0.2 0.3 1.2 -0.488
C 1.243 0.778 -0.281 1.0 -0.2 -1.1 -1.348
H -1.900 1.476 -0.452 0.4 0.1 -0.8 -0.955
C 3.126 -1.477 2.952 -0.9 1.0 -0.2 -0.698
H 0.221 -4.882 -0.017 0.0 -0.1 -0.1 0.104
H 1.994 1.134 0.424 -0.2 -0.2 0.4 0.354
H 3.795 -0.690 3.301 0.3 -0.1 -0.4 0.552
H 2.599 -0.956 -4.198 0.1 -0.1 0.0 0.375
C -2.232 -6.238 -2.544 -1.4 -0.1 -1.1 0.531
C -3.182 -2.815 2.729 0.2 -1.1 -1.8 -1.287
C -1.900 5.208 -4.313 0.1 -0.3 -0.7 -1.764
H 0.383 1.446 -0.242 -0.3 -0.5 0.3 -0.271
C 1.326 -6.201 1.377 -0.3 0.1 -0.2 -1.318
H 0.129 -2.445 -1.115 0.0 -0.1 0.1 0.076
H 3.791 6.344 2.451 0.2 0.3 -0.4 0.391
```
Positions in Å, forces in eV/Å.

Properties
2S+1: 2
Frontier orbital gap (spin up / spin down), eV: 8.867 / 2.356
Charge: +1
E_HOMO (spin up / spin down), eV: -11.272 / -11.272
Expectation value of S²: 0.75